1.
Formula: C26H52Br2ClFN9O16PS
Source: OMol25
Level of theory: ωB97M-V with the def2-TZVPD basis set

Each line ends with the Mulliken charge.
Positions of all 109 atoms, in Å:
C 1.29838 -0.67473 3.60706  -0.64
C 2.32234 -1.77959 4.01201  -0.71
C 2.56607 -2.73199 2.81184  -0.47
C 3.96883 -2.61787 2.18451  -0.96
C 4.45258 -1.18164 1.85098  -0.59
C 4.32869 -0.81287 0.35244  -1.15
C 2.86471 -0.44492 0.05393  0.45
C 2.60296 -0.09274 -1.42664  -0.82
C 1.20657 0.59488 -1.54253  -0.44
C 0.13834 -0.47465 -1.89793  -1.18
C -0.54428 -1.03163 -0.63212  -0.66
C -2.01961 -0.61315 -0.52415  -1.47
C -2.14540 0.91396 -0.41070  0.19
Cl -2.70892 1.54684 -2.05390  -0.14
N -2.97698 1.49368 0.59698  1.00
P -2.28604 2.83710 1.44934  0.35
O -2.09388 3.97199 0.26213  -0.37
Br -0.15979 2.37362 2.07520  -0.23
C -3.89975 0.66948 1.36402  -0.55
Br -3.23811 0.78313 3.30158  -0.16
C -5.32116 1.30664 1.39787  -0.97
C -5.66747 2.17027 0.18287  0.08
C -6.91341 3.00713 0.54907  -0.53
F -8.00597 2.20172 0.77330  -0.33
C -3.96421 -0.86040 1.04814  0.77
N -4.53747 -1.49403 2.21411  -0.42
C -4.00110 -2.46157 2.70166  0.44
S -3.27913 -3.75219 3.23142  -0.41
C -5.03970 -1.08109 -0.12480  0.29
O -4.87934 -0.44760 -1.19158  -0.63
O -5.95251 -1.83582 0.13917  -0.72
N -2.71233 -1.44843 0.54355  0.32
O -2.93827 -2.68089 -0.10511  -0.37
H 1.29326 -0.59594 2.51297  -0.11
H 1.59743 0.31855 3.95124  0.32
H 0.26808 -0.90113 3.89535  0.40
H 3.23957 -1.25366 4.28065  0.37
H 1.89918 -2.30160 4.87058  0.36
H 2.47619 -3.75009 3.21594  0.44
H 1.77434 -2.65515 2.06119  0.13
H 3.93721 -3.16045 1.22992  0.34
H 4.72185 -3.12286 2.79435  0.44
H 5.51975 -1.13785 2.08780  0.21
H 3.95860 -0.38975 2.42183  0.52
H 4.71259 -1.59075 -0.30939  0.37
H 4.91451 0.10453 0.21730  0.41
H 2.20544 -1.26684 0.36116  -0.48
H 2.61409 0.40849 0.69584  0.28
H 2.65922 -1.01996 -2.00387  0.31
H 3.40959 0.57882 -1.74228  0.43
H 1.27274 1.40082 -2.27778  0.52
H 0.99881 1.04036 -0.56469  -0.02
H 0.61885 -1.28896 -2.43828  0.75
H -0.56494 -0.01460 -2.59405  0.41
H 0.02555 -0.79839 0.27631  0.32
H -0.55054 -2.12651 -0.71757  0.43
H -2.47511 -0.91793 -1.46327  0.64
H -1.14114 1.33253 -0.32037  -0.17
H -1.73678 3.55398 -0.54115  0.31
H -5.34229 1.96798 2.26511  0.42
H -6.08438 0.55208 1.60387  0.35
H -5.95016 1.60597 -0.70777  0.24
H -4.90847 2.90770 -0.08888  0.20
H -7.08992 3.67588 -0.30085  0.36
H -6.66559 3.62164 1.41778  0.22
H -1.98438 -1.57478 1.26255  0.95
H -2.31915 -3.31151 0.29672  0.42
C -3.38316 7.29231 0.18747  -0.51
N -4.68856 7.62423 0.82153  0.89
O -5.45313 8.33094 0.20230  -0.53
O -4.89504 7.15847 1.92376  -0.52
H -3.33570 7.77175 -0.78356  0.31
H -2.59910 7.66271 0.84126  0.28
H -3.33188 6.21092 0.09025  0.05
C -5.36650 5.16585 5.44832  -0.88
N -4.71931 4.39547 4.35259  0.84
O -5.43971 3.92728 3.49593  -0.45
O -3.51504 4.29102 4.39286  -0.50
H -6.43695 5.17431 5.27884  0.34
H -5.12343 4.66925 6.38316  0.31
H -4.96007 6.17250 5.42143  0.30
C 9.10262 -2.27650 1.57673  -0.75
N 8.10743 -1.37892 0.92941  0.79
O 8.30075 -0.18425 0.99244  -0.53
O 7.16489 -1.91064 0.38150  -0.39
H 9.88003 -1.66623 2.02148  0.31
H 8.57839 -2.85245 2.33387  0.28
H 9.50880 -2.92349 0.80489  0.29
C -1.92770 -0.93047 -5.94014  -0.70
N -0.45132 -0.79675 -6.08364  0.91
O 0.00464 -0.73074 -7.20228  -0.54
O 0.19701 -0.76265 -5.05598  -0.53
H -2.37021 -0.94704 -6.92913  0.31
H -2.12174 -1.85905 -5.41124  0.27
H -2.27987 -0.07522 -5.36972  0.25
C 4.30001 -0.57487 -4.65693  -0.57
N 4.71165 -2.00154 -4.57786  0.95
O 3.87253 -2.81178 -4.23591  -0.53
O 5.86057 -2.26108 -4.85782  -0.58
H 3.25434 -0.50189 -4.37949  0.12
H 4.92634 -0.01835 -3.96546  0.27
H 4.45386 -0.24278 -5.67943  0.32
C 4.86002 -5.60721 -3.56729  -0.60
N 4.32128 -6.99580 -3.58875  0.90
O 3.13121 -7.13476 -3.78005  -0.54
O 5.11393 -7.89732 -3.41201  -0.56
H 4.04944 -4.91731 -3.73645  0.28
H 5.30840 -5.44838 -2.59033  0.28
H 5.60314 -5.53179 -4.35557  0.27

## Properties
Spin multiplicity: 1
Kohn-Sham gap: 8.170 eV
DFT total energy: -9165.50154 hartree
Net charge: 0
F_max: 2.88 eV/Å

---

2.
Formula: C26H52F7N9O7
Source: OMol25
Level of theory: ωB97M-V with the def2-TZVPD basis set

Each line ends with the Mulliken charge.
Positions of all 101 atoms, in Å:
C 2.00889 1.36304 -2.24423  -0.76
C 2.64723 1.73333 -0.79432  -0.65
C 2.25317 0.77516 0.45788  0.02
F 3.41172 0.83763 1.42651  -0.58
C 2.00113 -0.80043 0.14527  2.07
C 2.90866 -1.63814 -0.91497  -0.47
C 4.43147 -1.11313 -1.15983  -0.08
O 5.28605 -1.02558 0.03081  -0.59
C 5.16000 -2.24422 -2.15398  0.64
F 6.59714 -1.80013 -2.29650  -0.29
F 5.23385 -3.59602 -1.51996  -0.26
F 4.56210 -2.24055 -3.50989  -0.25
N 2.41303 -1.44998 1.48415  -0.26
C 1.51176 -2.66974 1.77145  -0.32
O 1.95704 -3.63725 2.60610  -0.69
C 0.07504 -2.61689 0.91331  1.18
C 0.20611 -3.96301 0.01052  -0.72
C -1.00787 -4.27079 -1.03791  -0.13
C -0.82945 -3.50760 -2.51635  -0.23
C -2.52455 -4.08452 -0.44112  -0.67
C -1.00101 -2.51592 2.14803  0.54
F -2.15139 -1.59074 1.82532  -0.12
F -0.34258 -1.87926 3.35017  -0.29
F -1.47284 -3.85457 2.63717  -0.28
C 0.35927 -1.12276 0.21594  -2.40
O -0.47919 -0.74221 -0.92605  -0.25
C -1.19359 0.52143 -0.72816  0.74
C -2.51941 0.70079 -1.73174  0.09
C -2.78891 2.27996 -2.15083  -0.98
C -3.84984 -0.09781 -1.21161  0.14
C -4.44847 0.38416 0.23225  0.51
C -5.53611 1.61162 0.16698  -1.17
C -5.29278 -0.92880 0.83432  -1.09
H 1.37918 2.29902 -2.63421  0.20
H 1.43608 0.34934 -2.32095  -0.01
H 2.91978 1.28273 -3.01189  0.33
H 3.83740 1.80681 -0.81757  0.54
H 2.28962 2.83642 -0.51015  0.14
H 1.36248 1.31981 1.03710  0.41
H 2.33815 -1.63926 -1.94835  0.15
H 2.98867 -2.78337 -0.59114  0.48
H 4.53245 -0.09340 -1.73628  0.31
H 5.75439 -0.12296 0.07288  0.39
H 3.33475 -1.93773 1.49034  0.41
H 0.23538 -4.88518 0.76826  0.45
H 1.21973 -4.05599 -0.60841  0.03
H -0.91548 -5.43091 -1.31058  0.40
H 0.29634 -3.27054 -2.74930  0.19
H -1.51464 -2.53040 -2.54188  -0.29
H -1.32670 -4.25145 -3.30217  0.20
H -2.62949 -4.74315 0.53448  0.32
H -2.83822 -2.98244 -0.20807  -0.25
H -3.32051 -4.52683 -1.21125  0.36
H 0.07192 -0.42934 1.14488  0.61
H -1.59462 0.71920 0.35074  -0.19
H -0.49681 1.45196 -0.99706  -0.51
H -2.18783 0.16463 -2.74603  0.16
H -1.82868 2.93832 -1.99530  0.13
H -3.74583 2.74692 -1.66445  0.20
H -2.99449 2.27607 -3.32694  0.32
H -3.69779 -1.28110 -1.26446  -0.12
H -4.70474 0.12167 -2.01606  0.18
H -3.65415 0.63943 1.05122  0.11
H -5.03901 2.69200 0.08863  0.24
H -6.08738 1.61701 1.22644  0.36
H -6.38432 1.43398 -0.62469  0.23
H -5.45676 -0.69961 1.97241  0.37
H -6.28624 -1.06674 0.22084  0.28
H -4.58002 -1.87608 0.74672  0.20
C 5.86564 3.08640 2.33669  0.50
O 6.21954 2.68188 1.24054  -0.68
N 6.62758 3.89615 3.09390  -0.38
N 4.68195 2.75879 2.88550  -0.17
H 6.35337 4.23967 3.99892  0.15
H 7.52673 4.16700 2.71772  0.24
H 4.07777 2.15076 2.34818  0.25
H 4.37286 3.08192 3.78666  0.32
C -0.15126 4.68645 0.29735  0.50
O 0.16274 3.54310 0.00654  -0.33
N 0.50928 5.76250 -0.16678  -0.41
N -1.18602 4.97276 1.10786  -0.44
H 0.26572 6.71163 0.06140  0.15
H 1.29511 5.59123 -0.78038  0.23
H -1.71013 4.19115 1.47915  0.22
H -1.46001 5.90764 1.35882  0.14
C -4.25465 -2.76970 -4.12281  0.61
O -3.71263 -3.08482 -3.07528  -0.54
N -3.96552 -3.35862 -5.29720  -0.43
N -5.18974 -1.80543 -4.19658  -0.37
H -4.40119 -3.11290 -6.17017  0.14
H -3.26669 -4.08996 -5.28598  0.23
H -5.43680 -1.33666 -3.33479  0.24
H -5.64736 -1.53193 -5.04970  0.16
C 1.99799 2.48254 5.53368  0.75
O 3.13649 2.80878 5.23739  -0.76
N 1.71649 1.71067 6.59886  -0.42
N 0.92292 2.86580 4.82167  -0.37
H 0.78551 1.43156 6.85892  0.16
H 2.49744 1.40030 7.16200  0.23
H 1.09080 3.44801 4.01155  0.16
H -0.02220 2.60748 5.04987  0.16

## Properties
Spin multiplicity: 1
Kohn-Sham gap: 8.906 eV
DFT total energy: -2740.16539 hartree
Net charge: 0
SMILES string: CC[C@H](F)[C@@]1(C[C@@H](O)C(F)(F)F)NC(=O)[C@@](CC(C)C)(C(F)(F)F)[C@@H]1OC[C@H](C)CC(C)C.NC(N)=O.NC(N)=O.NC(N)=O.NC(N)=O
F_max: 8.60 eV/Å